[1]
{"formula": "C5H7FO", "method": "ωB97M-V/def2-TZVPD", "gap_ev": [9.8, 5.3], "homo_energy_ev": [-9.923, -7.398], "lumo_ev": [-0.126, -2.109], "total_charge": 0, "multiplicity": 1, "symbols": ["C", "C", "C", "C", "C", "O", "F", "H", "H", "H", "H", "H", "H", "H"], "xyz": [[1.955, -1.051, -0.257], [0.741, -0.705, -0.093], [2.276, 1.756, 1.426], [-1.037, 0.918, 0.715], [-0.665, -0.460, 0.116], [3.385, 1.516, 1.179], [1.924, 3.146, 1.446], [2.225, -1.941, -0.830], [2.686, -0.258, 0.091], [-0.595, 0.874, 1.781], [-0.635, 1.775, 0.159], [-2.147, 0.978, 0.705], [-1.179, -0.498, -0.888], [-1.078, -1.189, 0.848]], "nbo_charge": [-0.5261, 0.2195, 0.6971, -0.5777, -0.5397, -0.5355, -0.3898, 0.2323, 0.2822, 0.2197, 0.2226, 0.2103, 0.2409, 0.2440]}



[2]
{"formula": "C31H60N2O10", "method": "ωB97M-V/def2-TZVPD", "gap_ev": 7.5, "homo_energy_ev": -8.652, "lumo_ev": -1.123, "total_charge": 0, "multiplicity": 1, "symbols": ["C", "C", "C", "C", "O", "C", "C", "O", "C", "C", "O", "C", "C", "C", "O", "C", "C", "C", "O", "C", "C", "C", "C", "C", "O", "H", "H", "H", "H", "H", "H", "H", "H", "H", "H", "H", "H", "H", "H", "H", "H", "H", "H", "H", "H", "H", "H", "H", "H", "H", "H", "H", "H", "H", "H", "C", "O", "C", "C", "N", "C", "C", "O", "C", "H", "H", "H", "H", "H", "H", "H", "H", "H", "H", "H", "H", "H", "H", "H", "C", "O", "C", "C", "N", "C", "C", "O", "C", "H", "H", "H", "H", "H", "H", "H", "H", "H", "H", "H", "H", "H", "H", "H"], "xyz": [[-2.091, -2.299, 2.695], [-3.555, -2.468, 2.288], [-4.454, -1.347, 2.839], [-5.292, -0.683, 1.758], [-5.761, 0.616, 2.157], [-5.334, 1.680, 1.458], [-6.176, 2.693, 1.172], [-7.463, 2.700, 1.594], [-8.469, 2.663, 0.575], [-8.118, 1.748, -0.586], [-9.322, 1.480, -1.288], [-9.425, 0.158, -1.773], [-8.441, -0.170, -2.887], [-5.692, 3.903, 0.462], [-6.447, 4.841, 0.279], [-4.304, 3.923, -0.089], [-3.992, 5.123, -0.937], [-3.821, 6.409, -0.103], [-2.639, 7.090, -0.524], [-3.453, 2.927, 0.223], [-2.036, 2.793, -0.243], [-1.845, 1.563, -1.172], [-1.117, 1.921, -2.467], [-3.893, 1.816, 1.122], [-3.080, 1.026, 1.564], [-1.971, -2.427, 3.772], [-1.460, -3.032, 2.185], [-1.733, -1.303, 2.427], [-3.619, -2.478, 1.195], [-3.914, -3.434, 2.649], [-3.856, -0.562, 3.309], [-5.131, -1.724, 3.611], [-4.736, -0.610, 0.822], [-6.198, -1.268, 1.570], [-8.672, 3.677, 0.223], [-9.371, 2.272, 1.045], [-7.400, 2.212, -1.272], [-7.674, 0.818, -0.208], [-10.445, 0.046, -2.144], [-9.300, -0.558, -0.947], [-7.411, -0.199, -2.522], [-8.516, 0.555, -3.698], [-8.668, -1.164, -3.281], [-3.093, 4.970, -1.530], [-4.827, 5.267, -1.627], [-4.687, 7.060, -0.237], [-3.766, 6.162, 0.962], [-2.144, 7.374, 0.250], [-1.410, 2.660, 0.644], [-1.702, 3.697, -0.750], [-2.824, 1.141, -1.416], [-1.273, 0.791, -0.660], [-0.070, 2.169, -2.268], [-1.124, 1.082, -3.167], [-1.569, 2.786, -2.960], [3.802, -2.210, -4.151], [3.682, -2.961, -2.961], [4.452, -2.465, -1.871], [3.566, -1.974, -0.750], [2.844, -0.770, -1.144], [1.846, -0.320, -0.183], [0.655, -1.230, 0.095], [-0.212, -1.392, -1.012], [0.116, -2.437, -1.908], [3.256, -2.745, -4.926], [3.377, -1.205, -4.051], [4.848, -2.117, -4.459], [5.118, -1.666, -2.210], [5.070, -3.289, -1.500], [4.188, -1.740, 0.117], [2.895, -2.801, -0.473], [2.395, -0.930, -2.037], [1.452, 0.637, -0.539], [2.352, -0.121, 0.767], [0.057, -0.756, 0.878], [0.961, -2.211, 0.479], [0.601, -3.271, -1.393], [0.768, -2.097, -2.718], [-0.814, -2.792, -2.353], [10.985, -0.039, 1.181], [10.484, -1.121, 0.423], [10.709, -2.401, 1.000], [9.401, -3.056, 1.384], [8.766, -2.353, 2.489], [7.421, -2.811, 2.814], [6.335, -2.635, 1.760], [6.007, -1.284, 1.490], [6.801, -0.643, 0.507], [10.845, 0.862, 0.587], [10.457, 0.081, 2.133], [12.053, -0.160, 1.388], [11.365, -2.317, 1.872], [11.212, -3.022, 0.253], [9.600, -4.087, 1.691], [8.774, -3.094, 0.482], [8.736, -1.364, 2.277], [7.099, -2.283, 3.714], [7.475, -3.874, 3.073], [5.422, -3.093, 2.150], [6.578, -3.154, 0.825], [7.154, -1.350, -0.248], [7.663, -0.131, 0.943], [6.174, 0.107, 0.022]], "mulliken_charge": [-1.0987, -0.4422, -0.4697, -0.9041, -0.4828, 0.5414, 0.1639, -0.5468, -0.8060, 0.0240, -0.4270, -0.2173, -0.9992, 1.0558, -0.6420, 0.0458, -1.0838, -0.5135, -0.5519, 0.4920, -1.5082, 0.3034, -1.5264, 0.4052, -0.5821, 0.3821, 0.3593, 0.1432, 0.3384, 0.3375, 0.3039, 0.4478, 0.3354, 0.4839, 0.2476, 0.3820, 0.2232, 0.1853, 0.3506, 0.3121, 0.2296, 0.2730, 0.3912, 0.3018, 0.4200, 0.2461, 0.4091, 0.3170, 0.3931, 0.6945, 0.3548, -0.2078, 0.3294, 0.3316, 0.4296, -0.7026, -0.3901, -0.7126, 0.0526, -0.3282, -0.9671, -0.2244, -0.2835, -0.7712, 0.2572, 0.2896, 0.3501, 0.4767, 0.2285, 0.2083, 0.1813, 0.1264, 0.4012, 0.4070, 0.0072, 0.5700, 0.3521, 0.2181, 0.2705, -0.7406, -0.3532, -0.8012, -0.1650, -0.2887, -1.2223, -0.0255, -0.4456, -0.6295, 0.2483, 0.3064, 0.3564, 0.4137, 0.3858, 0.3783, 0.1291, 0.1426, 0.3843, 0.4763, 0.4332, 0.1865, 0.2258, 0.2806, 0.3322]}



[3]
{"formula": "C4H9N2O", "method": "ωB97M-V/def2-TZVPD", "gap_ev": [8.4, 4.3], "homo_energy_ev": [-18.085, -18.076], "lumo_ev": [-9.657, -13.728], "total_charge": 2, "s2": 0.76, "multiplicity": 2, "symbols": ["C", "C", "C", "N", "C", "N", "H", "H", "H", "H", "H", "H", "H", "H", "H", "O"], "xyz": [[1.218, -1.126, -0.152], [-0.036, -0.462, -0.538], [-0.240, 0.880, -1.015], [-1.613, 1.075, -1.095], [-2.234, -0.043, -0.825], [-1.305, -0.969, -0.399], [1.325, -1.480, 0.864], [1.989, -0.208, -0.373], [1.518, -1.909, -0.836], [0.396, 1.724, -0.816], [-2.010, 1.953, -1.496], [-3.272, -0.417, -0.959], [-1.558, -1.879, -0.022], [2.045, 0.232, 2.894], [2.207, 1.635, 2.225], [1.569, 0.994, 2.543]], "mulliken_spin": [0.0290, 0.2620, 0.4601, -0.0683, 0.2740, -0.0430, 0.0262, 0.0000, 0.0389, 0.0095, -0.0011, 0.0126, -0.0020, 0.0002, 0.0000, 0.0021]}



[4]
{"formula": "C4H11NO2S", "method": "ωB97M-V/def2-TZVPD", "gap_ev": 5.6, "homo_energy_ev": 0.454, "lumo_ev": 6.104, "total_charge": -2, "multiplicity": 1, "symbols": ["C", "N", "C", "C", "S", "C", "O", "H", "H", "H", "H", "H", "H", "H", "H", "H", "H", "H", "O"], "xyz": [[0.877, -1.907, 0.631], [1.009, -0.601, 1.370], [0.520, 0.518, 0.550], [1.712, 1.245, -0.059], [2.991, 2.103, 1.064], [-0.588, 0.277, -0.723], [-1.834, 0.100, -0.294], [1.708, -2.068, -0.046], [-0.132, -1.856, 0.258], [0.678, -2.658, 1.416], [1.982, -0.456, 1.599], [-0.088, 1.274, 1.075], [1.484, 2.084, -0.707], [2.323, 0.504, -0.595], [-0.147, -0.581, -1.261], [-0.483, 1.319, -1.131], [-4.391, 0.845, -1.379], [-3.317, -0.086, -0.741], [-4.305, -0.057, -1.026]], "nbo_charge": [-0.4551, -0.6496, -0.1230, -0.5074, -0.8355, -0.0003, -0.9759, 0.1646, 0.2287, 0.1656, 0.3630, 0.1677, 0.1862, 0.1571, 0.0901, 0.1034, 0.4352, 0.5292, -1.0439]}



[5]
{"formula": "CH6N4", "method": "ωB97M-V/def2-TZVPD", "gap_ev": 9.7, "homo_energy_ev": -9.060, "lumo_ev": 0.627, "total_charge": 0, "multiplicity": 1, "symbols": ["H", "N", "C", "N", "N", "N", "H", "H", "H", "H", "H"], "xyz": [[-0.729, 1.351, 1.823], [-0.096, 1.555, 0.920], [-0.207, 0.439, 0.404], [-0.792, -0.708, 0.759], [0.154, 0.151, -0.900], [1.005, -0.943, -1.206], [-0.912, -1.639, 0.220], [-1.417, -0.942, 1.696], [0.414, 1.008, -1.693], [0.387, -1.808, -1.251], [1.593, -0.997, -0.227]], "nbo_charge": [0.3147, -0.6753, 0.5105, -0.8669, -0.5083, -0.6201, 0.4063, 0.3950, 0.3870, 0.3220, 0.3354]}



[6]
{"formula": "CH8N3", "method": "ωB97M-V/def2-TZVPD", "gap_ev": 9.8, "homo_energy_ev": -13.887, "lumo_ev": -4.084, "total_charge": 1, "multiplicity": 1, "symbols": ["N", "H", "H", "H", "H", "N", "C", "N", "H", "H", "H", "H"], "xyz": [[-2.564, 0.148, 0.708], [-2.373, 0.891, 1.366], [1.042, 0.114, 1.176], [-2.371, -0.750, 1.130], [-3.543, 0.202, 0.457], [0.590, -0.007, -1.341], [1.737, -0.094, -0.717], [1.860, 0.161, 0.581], [-0.230, -0.064, -0.742], [0.496, -0.138, -2.335], [2.659, -0.212, -1.272], [2.698, -0.250, 0.987]], "nbo_charge": [-1.1124, 0.3699, 0.4194, 0.3655, 0.3876, -0.6865, 0.4054, -0.7034, 0.4401, 0.4474, 0.2349, 0.4321]}



[7]
{"formula": "C37H29CsF4N8O2S", "method": "ωB97M-V/def2-TZVPD", "gap_ev": 5.6, "homo_energy_ev": -1.858, "lumo_ev": 3.699, "total_charge": -2, "multiplicity": 1, "symbols": ["Cs", "C", "N", "C", "C", "C", "N", "C", "C", "F", "C", "F", "C", "C", "F", "C", "F", "H", "H", "H", "H", "H", "H", "H", "H", "H", "H", "H", "N", "C", "C", "N", "C", "C", "N", "C", "C", "N", "H", "H", "H", "H", "H", "H", "S", "C", "C", "C", "C", "C", "C", "N", "C", "C", "C", "C", "C", "C", "C", "H", "H", "H", "H", "H", "H", "H", "H", "O", "C", "N", "C", "O", "C", "C", "C", "C", "C", "C", "H", "H", "H", "H"], "xyz": [[12.711, 12.131, 12.207], [11.653, 10.924, 8.582], [11.263, 10.397, 9.876], [11.524, 9.001, 9.960], [9.846, 10.698, 10.247], [9.307, 9.815, 11.414], [10.041, 9.913, 12.641], [9.560, 9.284, 13.707], [9.927, 9.781, 14.981], [10.736, 10.864, 15.030], [9.436, 9.201, 16.160], [9.762, 9.743, 17.364], [8.515, 8.166, 16.104], [8.105, 7.733, 14.876], [7.265, 6.676, 14.756], [8.532, 8.276, 13.690], [8.103, 7.612, 12.557], [11.374, 11.978, 8.594], [11.088, 10.428, 7.784], [12.742, 10.839, 8.450], [10.965, 8.504, 9.154], [11.302, 8.591, 10.878], [12.586, 8.881, 9.733], [9.115, 10.678, 9.405], [9.740, 11.703, 10.685], [9.276, 8.827, 11.045], [8.226, 10.126, 11.482], [8.288, 7.645, 17.029], [16.025, 11.149, 15.480], [17.254, 11.655, 15.859], [18.211, 10.871, 15.286], [17.599, 9.948, 14.495], [16.312, 10.089, 14.661], [15.322, 9.320, 13.944], [14.010, 9.517, 13.891], [13.521, 8.495, 13.085], [14.503, 7.614, 12.777], [15.666, 8.210, 13.305], [15.183, 11.707, 15.330], [17.253, 12.592, 16.401], [19.245, 11.000, 15.359], [12.502, 8.457, 12.846], [14.553, 6.789, 12.080], [16.534, 7.883, 13.410], [15.446, 11.549, 7.668], [16.429, 10.584, 8.741], [17.068, 9.339, 8.524], [17.766, 8.754, 9.575], [17.807, 9.390, 10.844], [17.301, 10.673, 10.976], [16.492, 11.250, 9.929], [15.866, 12.463, 10.013], [15.305, 12.783, 8.907], [14.372, 13.920, 8.735], [14.432, 14.490, 7.468], [13.517, 15.459, 7.149], [12.747, 16.054, 8.127], [12.734, 15.426, 9.377], [13.538, 14.281, 9.777], [17.104, 9.066, 7.503], [18.214, 7.794, 9.362], [18.407, 8.957, 11.743], [17.522, 11.249, 11.890], [15.078, 14.058, 6.667], [13.523, 15.854, 6.101], [12.095, 16.919, 7.846], [12.068, 15.859, 10.209], [16.539, 14.406, 15.822], [15.337, 14.732, 15.554], [14.434, 14.079, 14.783], [13.294, 14.845, 14.768], [12.256, 14.546, 14.186], [13.451, 16.044, 15.644], [12.573, 16.994, 16.091], [13.047, 17.990, 16.928], [14.380, 18.064, 17.296], [15.166, 16.989, 16.959], [14.695, 15.981, 16.145], [11.542, 17.016, 15.763], [12.362, 18.857, 17.095], [14.762, 18.926, 17.795], [16.187, 17.024, 17.394]], "mulliken_charge": [0.8274, -1.0567, 0.8386, -1.1805, -0.7550, -1.3940, 0.0207, 0.2375, -0.0633, -0.1933, 0.2539, -0.3309, -0.7158, 0.3844, -0.3458, 0.1457, -0.3442, 0.4025, 0.3357, 0.0174, 0.2719, 0.2743, 0.3434, 0.2682, 0.2594, 0.5778, 0.5063, 0.3865, -0.1117, -0.2975, -0.6833, -0.5077, -0.1615, 0.6673, -0.5072, -0.0929, -0.7766, 0.1613, 0.3206, 0.5768, 0.4871, 0.3578, 0.3693, 0.1834, -0.2278, 0.9281, -0.6616, -0.6135, -0.2164, -0.5909, -0.3390, -0.5526, 0.2282, 0.3908, -0.5398, -0.5038, -0.5348, -0.4405, 0.0524, 0.4310, 0.3648, 0.3325, 0.4142, 0.2976, 0.2677, 0.2835, 0.2101, -0.7937, 0.1804, -0.0684, 0.0600, -0.6875, 0.1700, -0.2922, -0.3942, -0.5837, -0.0309, 0.0470, 0.4353, 0.2510, 0.4149, 0.3547]}



What did the sixth record say?
{"formula": "CH8N3", "method": "ωB97M-V/def2-TZVPD", "gap_ev": 9.8, "homo_energy_ev": -13.887, "lumo_ev": -4.084, "total_charge": 1, "multiplicity": 1, "symbols": ["N", "H", "H", "H", "H", "N", "C", "N", "H", "H", "H", "H"], "xyz": [[-2.564, 0.148, 0.708], [-2.373, 0.891, 1.366], [1.042, 0.114, 1.176], [-2.371, -0.750, 1.130], [-3.543, 0.202, 0.457], [0.590, -0.007, -1.341], [1.737, -0.094, -0.717], [1.860, 0.161, 0.581], [-0.230, -0.064, -0.742], [0.496, -0.138, -2.335], [2.659, -0.212, -1.272], [2.698, -0.250, 0.987]], "nbo_charge": [-1.1124, 0.3699, 0.4194, 0.3655, 0.3876, -0.6865, 0.4054, -0.7034, 0.4401, 0.4474, 0.2349, 0.4321]}